Record 1
C23H23Cl3LaN7O4SSi as an isolated structure. Source: the OMol25 dataset; level of theory: wB97M-V/def2-TZVPD.

The HOMO-LUMO gap is 7.496 eV. The value obtained for the total energy is -99980.5176 eV. The molecular weight comes out at 766.900 g/mol. The calculation puts the lowest unoccupied orbital energy at -0.237 hartree.

```
! wB97M-V def2-TZVPD RIJCOSX def2/J DEFGRID3
* xyz 2 1
La -0.01829 1.10971 0.49934
O -4.62243 1.72124 -0.15156
C -3.44559 1.45261 0.34790
O -2.39107 1.85570 -0.10847
C -3.46047 0.59421 1.57110
C -4.62507 0.18574 2.20388
C -4.50451 -0.54154 3.37695
C -3.23788 -0.81630 3.87104
C -2.12795 -0.37620 3.15916
N -2.24090 0.30422 2.02078
C -0.69144 -0.59985 3.57346
O -0.42289 -1.20116 4.70963
O 0.20525 -0.22910 2.85514
H -4.56014 2.30921 -0.92062
H -5.59070 0.43683 1.78834
H -5.38352 -0.87869 3.90905
H -3.14605 -1.36572 4.79858
H -1.18734 -1.41931 5.25150
S 6.08119 -4.02078 1.14156
N 6.07147 -2.41807 1.05011
C 4.81352 -2.04637 0.90453
C 4.33062 -0.69526 0.77202
C 5.19343 0.40549 0.80329
C 4.66554 1.66582 0.66228
C 3.29182 1.79601 0.49356
N 2.45012 0.76503 0.46079
C 2.95350 -0.48539 0.59941
C 2.02300 -1.61943 0.58778
N 0.70492 -1.36476 0.45026
C -0.14451 -2.38261 0.48063
C 0.23670 -3.70927 0.63836
C 1.57818 -3.99141 0.75430
C 2.49431 -2.93655 0.73010
C 3.91083 -3.14401 0.87203
N 4.51075 -4.31422 0.99502
H 6.25482 0.24575 0.94011
H 5.28989 2.54736 0.68423
H 2.85475 2.77991 0.38349
H -1.19814 -2.13320 0.37684
H -0.50696 -4.49294 0.66759
H 1.94775 -5.00213 0.86752
C -1.42061 -0.25552 -4.43859
C -1.27902 0.98338 -3.55718
C -2.61879 1.69514 -3.38709
C -0.26114 1.95959 -4.14526
N -0.85999 0.58322 -2.16904
N 0.49656 0.11447 -2.03818
H -1.67008 0.02303 -5.46201
H -2.20935 -0.91521 -4.06804
H -0.48554 -0.81969 -4.47870
H -2.98653 2.04395 -4.35118
H -2.48848 2.55217 -2.72557
H -3.37026 1.01758 -2.96929
H -0.69302 2.44658 -5.01781
H 0.64957 1.45725 -4.47461
H -0.01536 2.73915 -3.42100
H -1.45344 -0.20688 -1.92073
H 1.08475 0.82182 -2.46665
H 0.64079 -0.73337 -2.58147
Cl 0.62022 5.90422 1.55544
Si -0.73473 4.45953 1.17067
Cl 0.23761 2.74539 2.52105
Cl 0.46033 3.39360 -0.64579
*
```

Here are the Löwdin charges for atoms 1 to 8, given in e:
1 La 1.54
2 O 0.20
3 C -0.45
4 O -0.12
5 C -0.15
6 C 0.06
7 C 0.02
8 C 0.05

---

Record 2
C23H23Cl3MoN2O7SeSi as an isolated structure. Source: the OMol25 dataset; level of theory: wB97M-V/def2-TZVPD.

The HOMO-LUMO gap (spin up / spin down) is 6.921 / 7.955 eV. The value obtained for the total energy is -154189.6545 eV. The molecular weight comes out at 748.789 g/mol. The calculation puts the lowest unoccupied orbital energy (spin up / spin down) at -0.035 / -0.021 hartree. Its expectation value of S² is 2.018.

```
! wB97M-V def2-TZVPD RIJCOSX def2/J DEFGRID3
* xyz 0 3
Mo -0.08088 -0.39500 -1.35842
C -4.98467 2.06772 -1.25029
O -3.68856 1.57175 -0.89089
C -3.21711 0.45251 -1.40845
O -2.08641 0.11046 -1.05320
N -3.99881 -0.27426 -2.21925
N -3.43559 -1.37762 -2.85157
H -5.10951 2.98739 -0.69144
H -5.76974 1.36668 -0.96686
H -5.03453 2.29411 -2.31615
H -4.87597 0.09887 -2.54540
H -3.36213 -1.23982 -3.85170
H -3.93091 -2.22830 -2.62272
O 0.20884 0.11851 0.79038
C 0.47079 1.50376 1.12968
C 0.45111 2.28465 -0.22338
O 0.69094 3.45770 -0.22667
O 0.15906 1.57326 -1.29629
C 1.84992 1.55226 1.75855
C 2.97137 1.45569 0.94050
C 4.23446 1.35140 1.50299
C 4.38471 1.34828 2.88326
C 3.26730 1.44105 3.70205
C 1.99978 1.53805 3.14259
C -0.65703 2.03664 1.99875
C -0.57635 3.33384 2.50181
C -1.60442 3.84003 3.28121
C -2.71798 3.05940 3.56616
C -2.80136 1.77206 3.06185
C -1.77477 1.26037 2.27546
H 0.48750 -0.47867 1.49563
H 2.87085 1.43422 -0.13835
H 5.09813 1.26124 0.85585
H 5.37183 1.26935 3.32185
H 3.37877 1.43603 4.77941
H 1.13101 1.61360 3.78462
H 0.28822 3.94034 2.26932
H -1.53700 4.84882 3.66840
H -3.51684 3.45556 4.18110
H -3.66772 1.15847 3.27708
H -1.86167 0.26366 1.86558
Se -1.00065 -2.68040 -0.69540
C 0.64175 -3.69493 -0.82361
C 1.03852 -4.18474 -2.06425
C 2.21381 -4.91686 -2.17719
C 2.99869 -5.16123 -1.05652
C 2.59615 -4.67747 0.18042
C 1.41592 -3.95175 0.30009
H 0.43069 -3.98924 -2.93945
H 2.51532 -5.29426 -3.14665
H 3.91663 -5.72721 -1.14708
H 3.20139 -4.86456 1.05867
H 1.09880 -3.58582 1.26875
Cl 1.31680 0.53936 -4.75880
Si -0.35779 -0.23872 -3.85310
Cl -0.76761 -1.94345 -4.97971
Cl -1.90323 1.06790 -4.38372
O 3.89283 -0.58625 -1.57716
C 2.96142 -1.32605 -1.72958
O 1.69751 -0.97468 -1.56284
H 3.06847 -2.37372 -2.03589
*
```

Here are the Löwdin charges for atoms 1 to 8, given in e:
1 Mo 1.33
2 C -0.02
3 O 0.02
4 C -0.56
5 O -0.19
6 N 0.02
7 N 0.04
8 H 0.10

---

Record 3
C23H23DyPSb as an isolated structure. Source: the OMol25 dataset; level of theory: wB97M-V/def2-TZVPD.

The HOMO-LUMO gap (spin up / spin down) is 6.282 / 3.906 eV. The value obtained for the total energy is -64128.3652 eV. The molecular weight comes out at 614.671 g/mol. The calculation puts the lowest unoccupied orbital energy (spin up / spin down) at 0.015 / 0.018 hartree. Its expectation value of S² is 9.761.

```
! wB97M-V def2-TZVPD RIJCOSX def2/J DEFGRID3
* xyz 0 6
C -3.57392 -0.00805 -3.14146
C -2.77806 -1.18229 -2.93747
C -2.98349 -1.62631 -1.58911
C -3.91693 -0.72891 -0.95449
C -4.28523 0.27250 -1.91170
Dy -1.89084 0.65678 -1.43592
P -1.13325 3.00805 -2.83053
H -3.69279 0.51541 -4.08865
H -2.17752 -1.70297 -3.68943
H -2.60181 -2.55324 -1.16425
H -5.00968 1.07320 -1.75099
H -4.31178 -0.84067 0.05881
H -1.94434 4.18206 -2.65904
H -0.89510 3.19731 -4.22564
H 0.10362 3.58463 -2.36486
C 2.26101 -4.00153 3.39069
C 0.92824 -3.62453 3.60266
C 0.28401 -2.77168 2.70158
C 0.97899 -2.28737 1.58280
C 2.31439 -2.65313 1.36755
C 2.94923 -3.50934 2.27434
Sb -0.05117 -1.02959 0.21404
C -0.41966 0.75709 1.50129
C -1.62713 1.46908 1.48925
C -1.75604 2.60220 2.31387
C -0.71096 2.98603 3.15829
C 0.48326 2.24841 3.18189
C 0.62228 1.12098 2.35375
C 1.42901 0.00431 -1.05222
C 1.91331 1.28914 -0.79896
C 2.92904 1.82400 -1.60196
C 3.46874 1.06987 -2.64813
C 2.98657 -0.22444 -2.89365
C 1.96294 -0.75265 -2.09755
H 2.75727 -4.67502 4.08911
H 0.39040 -4.00258 4.47309
H -0.75785 -2.48926 2.88139
H 2.86594 -2.27519 0.50115
H 3.98676 -3.80058 2.10948
H -2.51997 1.12842 0.91812
H -2.68372 3.18118 2.28705
H -0.82176 3.85499 3.80981
H 1.30003 2.54248 3.84513
H 1.54832 0.53986 2.39408
H 1.51150 1.89534 0.01628
H 3.30452 2.83001 -1.40258
H 4.26514 1.48407 -3.26869
H 3.41454 -0.81846 -3.70154
H 1.58389 -1.75962 -2.30668
*
```

Here are the Löwdin charges for atoms 1 to 8, given in e:
1 C -0.28
2 C -0.25
3 C -0.31
4 C -0.27
5 C -0.27
6 Dy 0.82
7 P 0.51
8 H 0.09

---

Record 4
C23H23I2N5O4S6W as an isolated structure. Source: the OMol25 dataset; level of theory: wB97M-V/def2-TZVPD.

The HOMO-LUMO gap is 4.781 eV. The value obtained for the total energy is -122891.1267 eV. The molecular weight comes out at 1063.518 g/mol. The calculation puts the lowest unoccupied orbital energy at -0.299 hartree.

```
! wB97M-V def2-TZVPD RIJCOSX def2/J DEFGRID3
* xyz 2 1
W -0.68996 -0.12500 0.38397
I -5.76303 -0.75085 -0.81348
C -4.65233 0.98666 -0.69933
C -5.23156 2.25389 -1.10283
C -4.45567 3.38753 -1.31018
I -5.23437 5.04768 -2.27025
C -3.11922 3.39456 -0.86024
C -2.22784 4.47660 -0.93665
C -0.86492 4.34267 -0.55509
C -0.40769 3.09359 -0.05263
N -1.27507 2.03090 0.09818
C -2.54559 2.18109 -0.36195
C -3.29207 0.97227 -0.42019
O -2.59987 -0.03547 0.13796
H -6.30167 2.31714 -1.32331
H -2.49585 5.50497 -1.24333
H -0.15215 5.13896 -0.65681
H 0.56391 2.91324 0.33039
S 2.49086 -0.64488 7.08009
C 1.72416 -0.47711 5.68235
S 1.48308 -1.90336 4.61722
C 0.58701 -0.99247 3.36304
C 0.39950 0.29382 3.60120
S -0.44444 1.18063 2.32483
S 1.15582 1.02284 5.03622
S 0.09197 -1.76445 1.74187
C 3.99758 -1.91453 -0.82793
C 3.74835 -0.81865 -1.84738
C 3.47092 0.66550 -1.28436
C 4.80469 1.32001 -0.78961
C 4.68950 2.82572 -0.47092
C 2.92194 1.44819 -2.43839
O 3.49660 2.11892 -3.19288
N 1.55784 1.22669 -2.66417
C 0.73134 0.69295 -1.72262
O -0.51073 0.45304 -1.88557
N 1.12777 0.34955 -0.47024
C 2.46414 0.42419 -0.08573
O 2.82287 0.30715 1.06105
H 4.56173 -2.70007 -1.28863
H 3.11006 -2.26887 -0.25659
H 4.63028 -1.42505 -0.11351
H 2.96384 -1.07693 -2.55364
H 4.64912 -0.74044 -2.47928
H 5.57800 1.10981 -1.51234
H 5.21866 0.76370 0.09052
H 4.37999 3.39590 -1.31653
H 5.65344 3.12016 -0.14350
H 3.97300 2.99915 0.32929
H 1.13865 1.40924 -3.57168
C -2.51655 -5.74549 0.07266
N -1.64010 -4.58259 -0.11484
C -1.92842 -3.28005 0.05225
S -0.87787 -2.26833 -0.88569
N -2.89102 -2.78761 0.75781
C -3.76560 -3.39318 1.80673
H -2.06424 -6.57046 -0.52579
H -3.57423 -5.45715 -0.20592
H -2.56938 -6.13054 1.08756
H -0.94832 -4.72762 -0.89253
H -3.16850 -1.89764 0.36867
H -3.22963 -4.16762 2.38975
H -4.57414 -3.97016 1.37533
H -4.17458 -2.55233 2.35760
*
```

Here are the Löwdin charges for atoms 1 to 8, given in e:
1 W 1.24
2 I 1.06
3 C -0.62
4 C -0.16
5 C -0.67
6 I 1.06
7 C -0.20
8 C 0.02

---

Among the records above, which one has the lowest molecular weight?
C23H23DyPSb

---

Among the records above, which one has the highest molecular weight?
C23H23I2N5O4S6W

---

What is the molecular weight in the first record?
766.900 g/mol

---

The highest molecular weight belongs to which entry?
C23H23I2N5O4S6W